A 15-piece molecular cluster, C16H62N12O20 overall in a non-equilibrium geometry. Source: OMol25; level of theory: ωB97M-V/def2-TZVPD.

Element x y z (Å)
C -27.33317 -21.88979 -15.40090
C -26.69187 -20.69635 -16.15217
O -25.40097 -20.49161 -15.68066
O -27.46208 -21.68796 -14.05066
H -26.77030 -22.79100 -15.64401
H -28.33849 -22.00831 -15.80512
H -27.38043 -19.85258 -16.10681
H -26.68707 -21.03913 -17.18686
H -25.08551 -19.64148 -15.99588
H -28.00946 -20.90782 -13.93505
C -20.92409 -18.50474 -20.71233
C -20.39618 -16.97786 -20.90960
O -20.66610 -16.49016 -22.16521
O -22.34901 -18.38372 -20.40245
H -20.41232 -19.04491 -19.91583
H -20.70773 -19.02510 -21.64534
H -19.31733 -17.00345 -20.75624
H -20.85157 -16.36060 -20.13519
H -21.53403 -16.09793 -22.04505
H -22.87242 -18.62591 -21.16990
C -24.51171 -24.65522 -16.49248
C -23.13434 -24.64017 -15.82021
O -22.67464 -25.92132 -15.74293
O -25.33400 -25.27652 -15.55681
H -24.44644 -25.10141 -17.48483
H -24.58943 -23.57604 -16.62451
H -23.20934 -24.14606 -14.85154
H -22.49272 -23.92251 -16.33147
H -23.28580 -26.50876 -15.29237
H -25.13904 -26.21648 -15.54857
C -16.31899 -19.00039 -18.69361
C -16.69977 -18.41729 -20.05739
O -17.32586 -19.33480 -20.96363
O -17.54929 -19.21766 -17.99657
H -15.72745 -18.36714 -18.03241
H -15.82397 -19.96168 -18.83139
H -15.84244 -18.04580 -20.61871
H -17.33262 -17.53422 -20.14570
H -16.64584 -19.97666 -21.18086
H -18.17435 -19.80145 -18.43255
C -21.61801 -18.96114 -13.05474
C -20.34143 -19.74769 -12.71572
O -19.41130 -19.62940 -13.80479
O -21.31217 -17.59233 -13.26904
H -22.32504 -19.12068 -12.24064
H -21.94800 -19.49939 -13.94327
H -20.58541 -20.79812 -12.55705
H -19.91714 -19.31491 -11.80975
H -19.75707 -18.87900 -14.29362
H -22.03274 -17.09519 -13.66303
C -19.10105 -24.71437 -13.68674
O -18.60471 -25.57585 -12.93226
N -18.61315 -23.54061 -13.87466
N -20.37231 -24.60274 -13.96853
H -19.15172 -22.85626 -14.38624
H -17.74733 -23.35551 -13.38867
H -20.54547 -23.84373 -14.61197
H -21.04662 -25.26128 -13.60559
C -22.87746 -24.04188 -19.63875
O -23.68753 -24.83563 -20.17291
N -23.09252 -22.84113 -19.20970
N -21.69137 -24.34060 -19.21238
H -22.28881 -22.30742 -18.91086
H -23.90401 -22.40900 -19.62785
H -21.50639 -25.33324 -19.23585
H -20.93973 -23.79018 -18.82229
C -17.71771 -22.66579 -18.91662
O -18.23068 -21.52401 -18.99162
N -17.13425 -23.32415 -19.88585
N -17.98000 -23.52422 -17.94920
H -17.18260 -24.32434 -19.75396
H -17.05530 -22.91073 -20.80397
H -17.45719 -24.38584 -17.88295
H -18.51539 -23.21477 -17.15064
C -16.36243 -21.34542 -15.18699
O -15.45292 -21.61769 -15.93499
N -17.41584 -20.78609 -15.66782
N -16.29648 -21.46072 -13.89383
H -17.54155 -20.55352 -16.64260
H -18.23623 -20.62456 -15.10127
H -16.98625 -21.11885 -13.24004
H -15.42130 -21.73222 -13.46903
C -21.04503 -21.56847 -16.70384
O -20.32347 -22.22018 -16.01070
N -22.15375 -21.11443 -16.21366
N -20.90957 -21.14940 -17.92545
H -22.43829 -21.45330 -15.30575
H -22.80257 -20.59227 -16.78505
H -20.06408 -21.28283 -18.46159
H -21.61366 -20.49438 -18.23417
C -20.03710 -17.01820 -16.73396
O -21.05219 -16.40570 -16.42818
N -19.00600 -16.42301 -17.23414
N -19.73599 -18.26362 -16.48768
H -19.15901 -15.46417 -17.51223
H -18.04970 -16.70606 -17.07457
H -19.06081 -18.69141 -17.10512
H -20.56048 -18.76588 -16.19096
O -22.85270 -22.80085 -12.59893
H -22.70537 -22.62146 -11.67030
H -23.60605 -22.25813 -12.83163
O -23.39384 -19.14451 -17.96343
H -23.08475 -18.62331 -18.70440
H -23.83914 -18.51496 -17.39633
O -25.00062 -21.34598 -13.07723
H -25.90102 -21.66993 -13.05323
H -24.87392 -21.05597 -13.98060
O -19.94079 -21.91196 -21.20722
H -19.34354 -22.34893 -21.81433
H -19.37280 -21.56723 -20.51818

Computed properties:
Multiplicity ... 1
E_HOMO ... -8.624 eV
Molecular weight ... 742.7 g/mol
Frontier orbital gap ... 8.4 eV
ΔE to the lowest compared entry with this formula, charge and spin ... 0.0 kJ/mol
Net charge ... 0
Lowest unoccupied orbital energy ... -0.263 eV
Max |F| ... 6.62 eV/Å

A 3-piece molecular cluster, C3H12N2O2 overall in a non-equilibrium geometry. Source: OMol25; level of theory: ωB97M-V/def2-TZVPD.

Element x y z (Å)
C -0.88070 2.31302 -0.64428
C -0.27670 1.01019 -0.13016
N 0.91077 0.59255 -0.82037
C -0.96471 0.34486 0.80572
N -0.50507 -0.65594 1.72944
H -1.28500 2.21167 -1.64669
H -0.04727 3.02257 -0.75809
H -1.47830 2.76255 0.14210
H 0.75504 0.33785 -1.78558
H 1.58304 1.35066 -0.91658
H -1.96795 0.69259 1.01055
H 0.46658 -0.85463 1.53957
H -0.79546 -0.32753 2.63701
O -0.82886 -3.07945 -1.27503
H -1.03480 -2.63355 -0.43538
H -0.96053 -3.98880 -1.01994
O 2.35222 -1.32115 0.73288
H 1.73578 -0.81735 0.16871
H 3.22192 -0.96011 0.66612

Computed properties:
Multiplicity ... 1
E_HOMO ... -8.164 eV
Molecular weight ... 108.1 g/mol
Frontier orbital gap ... 9.0 eV
ΔE to the lowest compared entry with this formula, charge and spin ... 153.3 kJ/mol
Net charge ... 0
Lowest unoccupied orbital energy ... 0.790 eV
Structure (SMILES) ... C/C(N)=C/N.O.O
Max |F| ... 2.59 eV/Å

A 11-piece molecular cluster, C66H165N11O22 overall in a non-equilibrium geometry. Source: OMol25; level of theory: ωB97M-V/def2-TZVPD.

Element x y z (Å)
C -7.45817 -16.41946 -1.31604
O -7.20060 -15.06746 -1.79385
C -7.67041 -14.86411 -3.16334
C -7.36473 -13.42028 -3.61677
N -8.22705 -12.44982 -2.91871
C -7.92186 -11.07620 -3.27596
C -9.09962 -10.11783 -3.06332
O -9.11598 -9.92223 -1.66953
C -9.92543 -8.80360 -1.30627
H -8.52909 -16.61738 -1.27066
H -7.01430 -16.48525 -0.32269
H -7.07305 -17.21270 -1.95680
H -8.72046 -15.14456 -3.24609
H -7.10433 -15.51563 -3.82907
H -7.60458 -13.38036 -4.67930
H -6.32324 -13.12384 -3.49210
H -8.13265 -12.57404 -1.92083
H -7.76158 -11.07908 -4.35410
H -7.05968 -10.65529 -2.75869
H -10.04090 -10.58414 -3.35426
H -8.97707 -9.14365 -3.53667
H -10.98248 -8.99773 -1.48803
H -9.61440 -7.93489 -1.88652
H -9.76701 -8.55676 -0.25648
C -19.04400 -13.48768 -11.77172
O -18.83552 -12.16700 -11.30751
C -17.45779 -11.77175 -11.21563
C -16.67717 -12.24181 -9.96211
N -15.29242 -12.52790 -10.24982
C -14.53872 -11.33843 -10.49854
C -13.08579 -11.67714 -10.78491
O -12.28969 -11.74761 -9.61010
C -10.98179 -12.24583 -9.95708
H -20.09667 -13.65354 -12.00083
H -18.69397 -14.20141 -11.02596
H -18.44997 -13.68251 -12.66463
H -17.50161 -10.68282 -11.19532
H -16.99629 -12.03797 -12.16655
H -17.11119 -13.16521 -9.57864
H -16.81095 -11.56683 -9.11677
H -14.94408 -13.00836 -9.43257
H -14.52595 -10.58590 -9.71010
H -14.91226 -10.77083 -11.35083
H -12.56261 -10.91073 -11.35676
H -13.11230 -12.60862 -11.35037
H -10.36666 -12.23756 -9.05727
H -10.53542 -11.55067 -10.66814
H -11.04219 -13.27891 -10.29943
C -8.07366 -13.75104 -11.25749
O -8.98995 -14.44890 -12.04510
C -9.51621 -15.58393 -11.35181
C -8.56966 -16.79306 -11.40717
N -9.24692 -17.84078 -10.61968
C -8.55395 -19.15423 -10.64208
C -9.36670 -20.21634 -9.79549
O -9.20895 -20.13101 -8.42872
C -10.22897 -20.83360 -7.72172
H -7.34164 -14.35615 -10.72260
H -8.44879 -12.96346 -10.60399
H -7.50461 -13.11808 -11.93842
H -10.46954 -15.78596 -11.84014
H -9.77289 -15.27701 -10.33789
H -7.61284 -16.57736 -10.93170
H -8.28258 -17.15773 -12.39343
H -9.17207 -17.39906 -9.71448
H -7.53145 -19.08559 -10.27076
H -8.58472 -19.56036 -11.65313
H -9.10245 -21.21313 -10.14863
H -10.43464 -20.08087 -9.96651
H -11.20414 -20.46534 -8.04034
H -10.04373 -20.60933 -6.67124
H -10.12504 -21.90633 -7.88463
C 4.47439 -16.18525 -11.64872
O 3.63509 -15.75672 -12.72016
C 4.29654 -15.55157 -13.95894
C 3.43743 -14.99912 -15.08391
N 2.83962 -13.71832 -14.74946
C 1.64789 -13.44176 -15.57513
C 0.94895 -12.03778 -15.29589
O 0.37080 -11.89362 -13.96393
C -0.75695 -12.68803 -13.65879
H 5.24635 -15.51752 -11.26619
H 4.93967 -17.10203 -12.01085
H 3.75454 -16.50895 -10.89697
H 4.79808 -16.46292 -14.28453
H 5.10746 -14.83045 -13.85656
H 2.78224 -15.84123 -15.30676
H 4.08279 -14.82755 -15.94540
H 2.60322 -13.62172 -13.77228
H 0.91407 -14.23577 -15.43673
H 1.92184 -13.42655 -16.63003
H 0.15822 -11.75980 -15.99272
H 1.69247 -11.26541 -15.49264
H -1.51270 -12.42395 -14.39853
H -1.08494 -12.52488 -12.63219
H -0.52572 -13.73814 -13.83741
C -11.13067 -14.24318 -5.24495
O -10.25488 -14.98584 -6.20613
C -10.13030 -16.41090 -6.08048
C -9.88698 -16.94255 -7.54173
N -8.65658 -16.51242 -8.09576
C -7.54950 -17.21508 -7.54151
C -6.16338 -16.74534 -8.03513
O -5.84320 -15.52263 -7.40111
C -4.55994 -15.08578 -7.77511
H -12.15533 -14.61464 -5.23164
H -11.10911 -13.17028 -5.43602
H -10.68608 -14.39990 -4.26216
H -11.09643 -16.80073 -5.75997
H -9.35240 -16.69577 -5.37208
H -10.71201 -16.64000 -8.18663
H -9.88973 -18.03255 -7.54068
H -8.60022 -15.54388 -7.81499
H -7.69512 -18.26609 -7.79112
H -7.52200 -17.23314 -6.45202
H -6.25886 -16.70209 -9.12008
H -5.41650 -17.48682 -7.75142
H -4.36561 -14.13881 -7.27153
H -4.60981 -14.94052 -8.85424
H -3.69449 -15.72289 -7.59293
C -3.22466 -15.32782 -13.62179
O -2.46058 -15.05547 -12.47242
C -3.08630 -14.25516 -11.43610
C -2.23836 -13.86121 -10.26669
N -2.84603 -12.79651 -9.47932
C -1.81908 -12.10120 -8.78350
C -2.42179 -11.14812 -7.72003
O -3.10637 -10.07532 -8.28184
C -3.69402 -9.35277 -7.20162
H -2.59312 -15.87956 -14.31810
H -3.51490 -14.38057 -14.07630
H -4.14327 -15.86988 -13.39722
H -3.97709 -14.73830 -11.03464
H -3.45277 -13.36576 -11.94870
H -1.24354 -13.62653 -10.64533
H -2.19035 -14.68452 -9.55397
H -3.34935 -12.13328 -10.05106
H -1.20068 -11.51458 -9.46288
H -1.01726 -12.58399 -8.22486
H -1.54373 -10.85054 -7.14681
H -3.07931 -11.71581 -7.06164
H -4.12478 -8.41360 -7.54875
H -2.94751 -9.09581 -6.45009
H -4.54383 -9.90775 -6.80422
C 2.81735 -8.22662 -11.77955
O 2.20369 -6.92993 -11.61003
C 1.05650 -6.75636 -12.49875
C 0.72258 -5.23829 -12.72263
N 1.84678 -4.69688 -13.55880
C 1.60967 -3.20640 -13.78463
C 2.81057 -2.60903 -14.50709
O 3.90660 -2.58260 -13.65227
C 5.13590 -2.24638 -14.27552
H 3.64895 -8.43139 -11.10531
H 3.17186 -8.40466 -12.79480
H 2.09907 -8.98566 -11.46962
H 0.18282 -7.14725 -11.97724
H 1.18656 -7.29050 -13.43997
H 0.64275 -4.61669 -11.83081
H -0.24541 -5.27426 -13.22242
H 2.73978 -4.91739 -13.14165
H 1.49555 -2.72545 -12.81315
H 0.68035 -3.09409 -14.34307
H 2.57914 -1.60378 -14.85926
H 3.00312 -3.19105 -15.40836
H 5.15072 -1.32348 -14.85529
H 5.31428 -3.04396 -14.99672
H 5.90834 -2.14866 -13.51271
C -3.80230 -2.95132 -22.48781
O -3.23021 -1.64736 -22.36645
C -2.14025 -1.68011 -21.53251
C -2.45454 -1.34931 -20.04086
N -2.90965 -2.62631 -19.46765
C -3.30592 -2.49284 -18.13392
C -3.18627 -3.85833 -17.40989
O -1.88257 -3.91260 -16.83103
C -1.63576 -5.15184 -16.10679
H -4.70138 -2.77421 -23.07807
H -4.18046 -3.32300 -21.53548
H -3.18369 -3.69984 -22.98294
H -1.43466 -1.00134 -22.01160
H -1.60260 -2.62828 -21.53501
H -3.24427 -0.60801 -19.91882
H -1.49868 -1.11854 -19.57054
H -2.14865 -3.28880 -19.51334
H -4.33095 -2.12294 -18.10952
H -2.73770 -1.70894 -17.63319
H -3.46255 -4.59882 -18.16052
H -3.94506 -3.85232 -16.62739
H -0.67609 -4.91146 -15.64924
H -1.43526 -5.97891 -16.78787
H -2.33142 -5.43543 -15.31702
C -12.70272 -10.60461 -4.29467
O -12.07095 -9.60271 -5.12869
C -11.87728 -10.09032 -6.45987
C -10.90213 -9.30506 -7.32823
N -9.57646 -9.36222 -6.81260
C -8.60626 -8.62497 -7.61891
C -7.29338 -8.53212 -6.81365
O -7.50870 -7.88756 -5.59838
C -6.30483 -7.67839 -4.86368
H -12.59831 -10.34114 -3.24217
H -12.13195 -11.52685 -4.40331
H -13.75943 -10.64369 -4.55913
H -12.85262 -10.04176 -6.94408
H -11.61486 -11.14813 -6.47612
H -11.29707 -8.28931 -7.34749
H -10.94175 -9.79294 -8.30214
H -9.53865 -8.85278 -5.94131
H -8.89050 -7.58410 -7.77350
H -8.39027 -9.09679 -8.57747
H -6.58658 -8.01049 -7.45897
H -6.87214 -9.51381 -6.59703
H -5.49917 -7.22726 -5.44290
H -5.94071 -8.65613 -4.54813
H -6.53163 -7.01883 -4.02604
C -7.99929 -12.26674 -7.58924
O -7.51348 -11.41189 -8.65168
C -6.15674 -11.54256 -9.04106
C -6.05716 -10.46789 -10.06629
N -4.72105 -10.52840 -10.67789
C -4.58169 -9.55564 -11.79506
C -3.12389 -9.62756 -12.34339
O -2.96958 -8.70037 -13.34039
C -1.85752 -8.95666 -14.23864
H -7.80383 -13.33665 -7.66131
H -9.08004 -12.25660 -7.44786
H -7.51623 -11.93930 -6.66863
H -5.91770 -12.47553 -9.55146
H -5.51904 -11.41480 -8.16635
H -6.20742 -9.50759 -9.57296
H -6.86804 -10.52871 -10.79215
H -4.07938 -10.29407 -9.93394
H -4.82240 -8.54249 -11.47306
H -5.24417 -9.84499 -12.61084
H -3.00925 -10.64684 -12.71220
H -2.44006 -9.49177 -11.50551
H -1.75360 -9.91172 -14.75358
H -0.91575 -8.70396 -13.75150
H -2.03740 -8.21070 -15.01278
C -10.89071 -7.55157 -10.65733
O -9.91293 -7.02580 -11.58592
C -8.66568 -7.49372 -11.20332
C -7.44674 -7.05114 -12.08814
N -7.17130 -7.80068 -13.24737
C -6.13200 -7.16192 -14.05616
C -6.40052 -5.75321 -14.51208
O -5.82384 -4.82903 -13.56841
C -6.22639 -3.46225 -13.79824
H -11.83068 -7.06923 -10.92545
H -10.54521 -7.29408 -9.65611
H -10.99380 -8.63031 -10.77476
H -8.63070 -8.58008 -11.12147
H -8.48340 -7.06812 -10.21655
H -6.61218 -7.21704 -11.40690
H -7.54133 -5.98538 -12.29621
H -7.96520 -8.00769 -13.83643
H -6.06793 -7.78496 -14.94824
H -5.18680 -7.30663 -13.53293
H -7.46434 -5.51943 -14.55371
H -5.99790 -5.63353 -15.51790
H -5.93918 -3.15406 -14.80354
H -5.62184 -2.78167 -13.19872
H -7.27577 -3.25526 -13.58833

Computed properties:
Multiplicity ... 1
E_HOMO ... -8.526 eV
Molecular weight ... 1465.1 g/mol
Frontier orbital gap ... 9.1 eV
ΔE to the lowest compared entry with this formula, charge and spin ... 414.3 kJ/mol
Net charge ... 0
Lowest unoccupied orbital energy ... 0.586 eV
Structure (SMILES) ... COCCNCCOC.COCCNCCOC.COCCNCCOC.COCCNCCOC.COCCNCCOC.COCCNCCOC.COCCNCCOC.COCCNCCOC.COCCNCCOC.COCCNCCOC.COCCNCCOC
Max |F| ... 3.15 eV/Å